110
Properties=species:S:1:pos:R:3:forces:R:3 method="wB97M-V/def2-TZVPD" orbital_gap_ev="6.7 / 6.3" charge=0 multiplicity=2 total_energy_ev=-162873.05915
Ag 0.2285 0.5435 0.6636 0.042 0.102 -0.133
O 2.6177 0.7098 4.2961 0.022 0.076 0.035
C 1.8297 0.4815 3.3638 -0.127 -0.219 0.048
N 1.3824 1.3121 2.4414 0.157 0.006 -0.029
C 1.9836 2.6160 2.4624 -0.007 0.042 -0.054
C 2.0635 3.2808 1.1046 0.040 -0.005 0.004
C 2.9217 4.3700 0.9395 -0.012 -0.022 0.027
C 2.9725 5.0184 -0.2762 0.021 0.042 -0.031
C 2.1749 4.5601 -1.3180 0.009 -0.013 0.018
C 1.3650 3.4691 -1.0753 -0.007 -0.013 0.019
N 1.2973 2.8525 0.1062 -0.016 -0.023 0.034
C 1.2924 -0.9487 3.2680 0.075 0.086 -0.087
C 1.3872 -1.7697 4.3867 0.021 -0.022 -0.009
C 0.9081 -3.0639 4.3099 0.006 -0.011 0.046
C 0.3699 -3.5174 3.1125 0.003 -0.004 -0.037
C 0.3297 -2.6401 2.0437 0.016 0.061 0.029
N 0.7697 -1.3856 2.1212 -0.046 0.039 -0.058
H 2.9911 2.5779 2.8906 0.009 -0.035 -0.023
H 1.4300 3.3091 3.1151 -0.028 -0.024 0.056
H 3.5387 4.6886 1.7705 0.000 0.004 -0.001
H 3.6323 5.8654 -0.4177 -0.003 -0.001 -0.006
H 2.1875 5.0263 -2.2933 0.006 0.006 0.000
H 0.7417 3.0570 -1.8611 -0.001 -0.002 0.013
H 1.8377 -1.3604 5.2792 -0.001 -0.007 0.005
H 0.9551 -3.7160 5.1733 -0.005 -0.009 -0.007
H -0.0102 -4.5247 3.0058 0.002 -0.005 0.010
H -0.0761 -2.9394 1.0813 -0.023 0.001 0.030
C 5.8656 0.5317 -3.3686 -0.011 0.035 0.045
C 6.1759 -0.7923 -4.0647 0.036 -0.012 -0.008
C 5.1809 -1.9224 -3.8047 -0.039 -0.023 -0.012
C 5.0874 -2.4050 -2.3562 0.028 0.025 0.001
N 4.3013 -1.5191 -1.4991 0.043 -0.008 0.003
C 2.9540 -1.3611 -1.4965 -0.058 0.137 0.291
S 2.3395 0.2009 -1.2054 0.072 -0.141 -0.078
N 2.1343 -2.4029 -1.6528 -0.211 -0.029 -0.256
C 2.4349 -3.8279 -1.6274 -0.041 0.023 0.250
C 2.6391 -4.4975 -2.9901 -0.051 0.060 -0.059
C 1.3541 -4.8486 -3.7369 -0.026 -0.067 0.026
C 0.4707 -3.6612 -4.1005 0.025 0.103 -0.043
H 6.4287 1.3482 -3.8216 0.008 -0.012 -0.011
H 6.1436 0.5213 -2.3122 -0.010 -0.031 0.002
H 4.8041 0.7828 -3.4251 0.001 -0.008 -0.018
H 7.1772 -1.1307 -3.7789 0.000 0.003 -0.012
H 6.2147 -0.6254 -5.1438 -0.025 0.008 -0.001
H 5.4575 -2.7786 -4.4278 0.016 -0.004 0.003
H 4.1802 -1.6130 -4.1274 0.004 -0.002 -0.011
H 6.0816 -2.4805 -1.9094 0.017 0.051 -0.028
H 4.6687 -3.4052 -2.3324 0.141 0.114 0.059
H 4.7347 -0.6270 -1.3165 0.052 -0.020 0.044
H 1.1541 -2.1419 -1.5869 0.057 0.023 -0.060
H 1.5881 -4.3034 -1.1231 0.021 -0.021 -0.014
H 3.2951 -3.9836 -0.9736 -0.008 -0.014 -0.041
H 3.2050 -5.4187 -2.8232 0.019 -0.009 -0.004
H 3.2608 -3.8578 -3.6230 -0.114 -0.044 -0.020
H 0.7822 -5.5613 -3.1321 -0.032 0.011 -0.013
H 1.6286 -5.3821 -4.6507 0.025 -0.004 0.013
H -0.0503 -3.2510 -3.2363 0.091 0.020 -0.016
H -0.2917 -3.9539 -4.8247 -0.006 -0.014 -0.001
H 1.0532 -2.8481 -4.5395 0.018 -0.028 -0.038
C -0.9809 2.8888 4.3861 0.039 0.006 0.104
Si -1.7818 3.5210 2.8155 0.032 -0.189 -0.080
C -0.8748 4.9888 2.0940 0.102 0.092 -0.066
C -3.4702 4.1782 3.3143 -0.100 0.042 0.036
Ge -2.0417 1.7244 1.2487 -0.231 0.155 0.174
Si -3.2479 2.5981 -0.6130 0.181 -0.079 -0.008
C -2.1784 3.8052 -1.5687 0.078 0.075 -0.088
C -4.8016 3.4950 -0.0707 -0.105 0.109 0.036
C -3.8235 1.2879 -1.8266 -0.062 -0.087 -0.047
Si -3.3004 0.0824 2.4309 0.233 -0.044 -0.121
C -4.9376 0.7124 3.0910 -0.145 0.046 0.016
C -3.7065 -1.3635 1.3074 -0.048 -0.135 -0.044
C -2.2906 -0.5644 3.8609 -0.025 -0.049 0.159
H -0.4309 3.6860 4.8936 -0.011 -0.013 0.026
H -0.2951 2.0631 4.1985 0.066 0.019 -0.014
H -1.7576 2.5360 5.0698 0.014 0.001 0.008
H -0.8666 5.7940 2.8349 0.033 0.019 -0.020
H -1.3926 5.3598 1.2059 -0.013 0.018 0.010
H 0.1545 4.7714 1.8094 -0.047 0.023 0.008
H -3.3158 5.0631 3.9401 -0.031 -0.005 0.015
H -4.0316 3.4507 3.9005 -0.006 -0.008 0.010
H -4.0885 4.4704 2.4673 0.002 0.037 0.009
H -1.4357 4.2951 -0.9379 -0.027 0.025 0.017
H -2.7990 4.5778 -2.0308 0.021 -0.010 -0.040
H -1.6392 3.2839 -2.3636 0.004 0.011 0.006
H -4.5790 4.4330 0.4378 -0.004 0.014 -0.021
H -5.4278 2.8930 0.5898 -0.008 0.002 -0.002
H -5.3802 3.7324 -0.9691 -0.036 0.013 0.030
H -2.9790 0.6648 -2.1238 -0.023 -0.018 -0.033
H -4.2347 1.7744 -2.7158 -0.023 -0.034 -0.006
H -4.6106 0.6705 -1.3814 0.024 -0.036 -0.015
H -5.5209 1.2430 2.3365 -0.018 -0.021 -0.006
H -4.8136 1.3780 3.9449 0.019 0.004 0.014
H -5.5187 -0.1542 3.4220 -0.044 0.041 0.027
H -4.2508 -1.0326 0.4194 -0.014 -0.012 -0.006
H -4.3256 -2.0867 1.8481 -0.003 -0.011 -0.034
H -2.7905 -1.8623 0.9867 0.021 -0.018 -0.010
H -2.2391 0.1633 4.6734 0.000 -0.012 -0.003
H -1.2693 -0.7811 3.5518 0.005 -0.036 -0.008
H -2.7341 -1.4850 4.2524 0.016 0.016 0.038
S -1.0090 -1.1421 -1.3976 -0.015 -0.272 -0.102
C -2.0806 -2.3979 -1.5612 0.218 0.227 -0.051
N -3.3345 -2.3140 -2.0130 -0.156 0.056 0.059
C -4.1863 -3.4769 -1.8072 0.037 0.020 -0.013
C -3.2429 -4.6773 -1.8421 -0.071 -0.003 0.030
S -1.6737 -4.0499 -1.1769 -0.072 -0.098 0.183
H -3.7270 -1.3857 -2.1043 -0.004 -0.030 -0.049
H -4.9337 -3.5377 -2.5965 -0.017 -0.006 0.010
H -4.6909 -3.4020 -0.8399 0.008 -0.014 0.016
H -3.0859 -5.0386 -2.8568 0.019 0.014 -0.015
H -3.6027 -5.4910 -1.2177 -0.009 -0.014 -0.028